Below is a molecular structure, C11H14Cl3F6MgN5O4S3Se, with properties calculated with ωB97M-V/def2-TZVPD.

Positions of all 48 atoms, in Å:
Mg (-0.56, 0.00, 0.05)
C (2.18, -0.13, -1.07)
C (2.58, 0.31, 0.34)
N (1.37, 0.43, 1.15)
C (1.33, 1.58, 2.05)
C (1.10, 2.89, 1.30)
S (-0.39, 2.78, 0.25)
C (0.23, 2.99, -1.45)
C (1.31, 2.01, -1.89)
N (1.01, 0.63, -1.51)
H (1.89, -1.18, -1.04)
H (3.04, -0.01, -1.75)
H (3.09, 1.28, 0.31)
H (3.28, -0.42, 0.76)
H (1.28, -0.41, 1.70)
H (2.25, 1.66, 2.64)
H (0.49, 1.43, 2.74)
H (1.94, 3.15, 0.66)
H (0.93, 3.69, 2.01)
H (0.60, 4.02, -1.55)
H (-0.67, 2.88, -2.06)
H (2.26, 2.31, -1.44)
H (1.43, 2.12, -2.97)
H (0.62, 0.13, -2.31)
Se (-2.63, 0.71, -1.04)
C (-3.60, -0.56, -1.87)
N (-4.26, -1.29, -2.46)
F (-2.18, -2.93, -0.63)
C (-2.22, -2.89, 0.71)
F (-3.27, -2.17, 1.05)
F (-2.33, -4.14, 1.14)
S (-0.64, -2.07, 1.24)
O (-1.04, -0.80, 1.80)
O (0.05, -1.88, -0.01)
N (0.24, -2.93, 2.19)
S (-0.49, -3.00, 3.62)
O (-0.03, -4.07, 4.43)
O (-1.89, -2.77, 3.41)
C (0.19, -1.44, 4.46)
F (0.53, -1.68, 5.72)
F (1.30, -1.03, 3.81)
F (-0.65, -0.40, 4.46)
Cl (-0.46, 1.52, -5.52)
C (-1.80, 0.41, -5.09)
Cl (-3.16, 1.34, -4.41)
Cl (-2.32, -0.51, -6.52)
C (-1.24, -0.47, -4.10)
N (-0.71, -1.09, -3.30)

Results
Lowest unoccupied orbital energy ... -0.1 eV
Energy relative to the best compared isomer or geometry (same formula, charge and spin) ... 41.2 kcal per mole
HOMO-LUMO gap ... 8.30 eV
HOMO energy ... -8.4 eV
Total energy ... -184444.0612 eV

natural (NBO) atomic charge list, values in e, 6 entries:
1. Mg 1.673
2. C -0.239
3. C -0.242
4. N -0.734
5. C -0.235
6. C -0.537